[1]
{"formula": "C6H17F3N4O5", "method": "wB97M-V/def2-TZVPD", "max_force_ev_per_a": 2.55, "lumo_energy_ev": 0.0, "spin_multiplicity": 1, "charge": 0, "species": ["O", "H", "H", "H", "C", "O", "O", "C", "F", "F", "F", "C", "C", "H", "H", "H", "H", "H", "H", "C", "O", "N", "N", "H", "H", "H", "H", "C", "O", "N", "N", "H", "H", "H", "H"], "coordinates": [[1.649171, 0.083267, 1.005103], [1.460089, 0.318737, 1.958308], [0.984937, -0.569502, 0.704645], [1.571607, 0.894931, 0.397845], [1.157584, 2.385726, -1.804423], [0.169937, 1.559144, -2.441153], [1.001240, 2.108578, -0.493958], [2.554209, 2.086263, -2.459003], [3.486174, 2.847029, -1.879997], [2.969790, 0.802313, -2.215324], [2.546715, 2.192269, -3.793807], [-0.510953, 2.087644, -3.595449], [-1.415165, 0.929427, -4.008682], [-2.326470, 1.255724, -4.503748], [-0.839042, 0.311473, -4.707353], [-1.452178, 0.209112, -3.193139], [0.137658, 2.429684, -4.405737], [-1.038635, 2.985893, -3.255879], [1.017701, 3.470024, -1.930608], [-0.254832, 0.012724, 4.010301], [0.804348, 0.032378, 3.400083], [-0.932797, 1.158303, 4.352100], [-0.885881, -1.101966, 4.497006], [-1.883624, 1.094997, 4.656837], [-0.614905, 2.054158, 4.023994], [-0.460596, -1.927045, 4.098065], [-1.841738, -0.999112, 4.764436], [-0.439320, -3.236274, 0.883934], [0.519386, -2.476940, 0.819849], [-0.412846, -4.542429, 1.294828], [-1.659091, -2.900441, 0.353335], [-1.240024, -5.096340, 1.195621], [0.258542, -4.872386, 1.965330], [-2.285522, -3.657102, 0.173169], [-1.795468, -1.930278, 0.133474]], "forces_ev_per_a": [[0.30, -0.33, 0.47], [-0.21, -0.35, -0.28], [0.15, -0.39, 0.16], [-0.59, 1.72, -1.53], [-0.74, -0.83, 1.48], [0.57, 0.77, -1.62], [1.77, -0.56, 0.50], [-0.81, -1.80, 1.61], [0.28, 0.63, -0.68], [-0.33, 0.28, -0.06], [0.31, 0.72, -0.03], [-0.12, -0.24, 1.19], [1.34, -0.19, -0.86], [-0.25, -0.30, 0.35], [-0.16, 0.27, -0.45], [-0.99, 0.50, 0.40], [0.25, -0.31, 0.05], [-0.38, -0.07, -0.09], [-0.36, 0.11, -0.75], [-1.11, 1.42, 0.66], [-0.01, -0.48, 0.36], [0.37, -0.04, -0.26], [1.72, 0.16, -0.90], [-0.10, 0.14, 0.10], [0.10, -0.15, -0.14], [-0.73, -0.34, 0.32], [-0.23, -0.62, 0.01], [-0.21, 0.06, -1.48], [-0.18, -0.08, 1.07], [0.43, -0.06, 0.40], [0.76, -0.01, 0.73], [-0.13, -0.05, 0.21], [0.27, 0.16, -0.26], [-0.68, 0.49, -0.21], [-0.31, -0.22, -0.49]], "nbo_charge": [-0.83, 0.55, 0.55, 0.56, 0.32, -0.56, -0.92, 0.92, -0.33, -0.35, -0.33, -0.07, -0.64, 0.21, 0.20, 0.23, 0.17, 0.15, 0.12, 0.81, -0.70, -0.83, -0.83, 0.38, 0.42, 0.41, 0.40, 0.78, -0.68, -0.84, -0.85, 0.38, 0.41, 0.39, 0.42]}

[2]
{"formula": "C3H5NO3", "method": "wB97M-V/def2-TZVPD", "max_force_ev_per_a": 3.16, "lumo_energy_ev": 0.3, "spin_multiplicity": 1, "charge": 0, "smiles": "CC(=O)NC(=O)O", "species": ["C", "C", "O", "N", "C", "O", "O", "H", "H", "H", "H", "H"], "coordinates": [[1.812209, -0.155950, -0.717155], [0.783820, -0.993357, 0.062260], [0.805340, -2.199718, 0.127099], [-0.360554, -0.366131, 0.640544], [-0.980331, 0.876963, 0.227145], [-1.710475, 1.391135, 1.018854], [-0.716358, 1.437686, -0.958623], [2.560696, -0.718825, -1.269430], [1.321422, 0.398878, -1.514285], [2.313313, 0.468700, 0.036785], [-0.938973, -0.920715, 1.248664], [-0.643304, 0.792430, -1.669522]], "forces_ev_per_a": [[-0.37, -0.05, 0.66], [-1.39, -0.86, -0.96], [0.81, 0.09, 0.30], [1.11, 1.89, -2.28], [0.19, -1.24, 2.11], [-0.36, 0.46, -0.20], [0.02, -0.12, -0.22], [-0.12, -0.68, 0.59], [0.06, 0.53, 0.48], [-0.17, 0.29, -0.61], [0.09, -0.13, 0.08], [0.14, -0.17, 0.05]], "nbo_charge": [-0.72, 0.69, -0.56, -0.70, 0.89, -0.56, -0.67, 0.25, 0.22, 0.25, 0.43, 0.49]}

[3]
{"formula": "C55H44N4NiO2PS3", "method": "wB97M-V/def2-TZVPD", "s2": 2.01, "max_force_ev_per_a": 1.45, "lumo_energy_ev": [-2.2, -2.2], "spin_multiplicity": 3, "charge": 1, "species": ["Ni", "N", "S", "N", "S", "N", "S", "N", "C", "C", "C", "C", "C", "C", "C", "C", "C", "C", "C", "C", "C", "C", "C", "C", "C", "C", "C", "C", "C", "C", "C", "C", "C", "C", "C", "C", "C", "C", "C", "C", "C", "C", "C", "C", "H", "H", "H", "H", "H", "H", "H", "H", "H", "H", "H", "H", "H", "H", "H", "H", "H", "H", "H", "H", "H", "H", "H", "H", "H", "H", "H", "H", "H", "H", "O", "C", "O", "C", "C", "C", "C", "C", "C", "P", "C", "C", "C", "C", "C", "C", "C", "C", "C", "C", "C", "C", "H", "H", "H", "H", "H", "H", "H", "H", "H", "H", "H", "H", "H", "H"], "coordinates": [[1.077438, -1.202020, -0.435145], [0.315173, 0.627071, -0.205715], [-0.344305, 1.388483, 0.857656], [-1.927374, 1.107146, 1.284845], [-2.917950, 0.160589, 0.576628], [-2.656729, -0.158373, -0.917094], [-1.666118, -1.461171, -1.268563], [-0.734185, -1.920565, -0.222113], [-2.946675, -2.666617, -1.679276], [-2.912916, -3.961697, -1.199264], [-3.931943, -4.832546, -1.556320], [-4.960606, -4.399242, -2.378003], [-4.982685, -3.094360, -2.849397], [-3.967253, -2.222405, -2.500790], [-1.050134, -0.986555, -2.890903], [-0.911436, 0.350066, -3.206552], [-0.453094, 0.698407, -4.465351], [-0.110455, -0.288387, -5.375437], [-0.231547, -1.626681, -5.035231], [-0.711238, -1.986635, -3.786947], [-3.162649, -1.367649, 1.492370], [-2.161589, -1.870118, 2.300175], [-2.326264, -3.123756, 2.865715], [-3.485328, -3.845476, 2.631414], [-4.491268, -3.318281, 1.837176], [-4.327444, -2.075319, 1.249880], [-4.503504, 0.996345, 0.673323], [-5.044017, 1.180307, 1.937606], [-6.260431, 1.829395, 2.064059], [-6.917471, 2.293768, 0.933596], [-6.354062, 2.128335, -0.322766], [-5.138308, 1.475259, -0.459074], [-0.390432, 3.114563, 0.331384], [-1.593504, 3.681562, -0.057108], [-1.583102, 4.872461, -0.766194], [-0.378498, 5.490953, -1.062345], [0.818787, 4.936009, -0.635919], [0.817793, 3.729334, 0.040337], [0.259029, 1.174050, 2.550812], [0.780907, -0.068383, 2.863770], [1.103211, -0.361231, 4.177280], [0.891725, 0.595205, 5.158992], [0.358544, 1.833258, 4.834638], [0.039272, 2.132091, 3.517849], [-2.093674, -4.266830, -0.566701], [-3.922553, -5.849035, -1.193460], [-5.750428, -5.079102, -2.659722], [-5.787222, -2.758512, -3.485622], [-3.950415, -1.201987, -2.852047], [-1.159781, 1.092707, -2.466461], [-0.370224, 1.741219, -4.727729], [0.251094, -0.013205, -6.354350], [0.048043, -2.390502, -5.742701], [-0.820235, -3.025581, -3.514000], [-1.270776, -1.288194, 2.471051], [-1.546243, -3.542857, 3.479407], [-3.607112, -4.825890, 3.064480], [-5.396924, -3.877003, 1.665290], [-5.089478, -1.650448, 0.613112], [-4.507648, 0.813604, 2.799716], [-6.694776, 1.967925, 3.042481], [-7.874181, 2.784037, 1.032544], [-6.862701, 2.504449, -1.197111], [-4.677433, 1.328582, -1.423668], [-2.516884, 3.177242, 0.188987], [-2.508004, 5.315618, -1.105483], [-0.367687, 6.404302, -1.636918], [1.753571, 5.430084, -0.852017], [1.748328, 3.259122, 0.317797], [0.933060, -0.794422, 2.063604], [1.517837, -1.326271, 4.422430], [1.155887, 0.373653, 6.182600], [0.188251, 2.567890, 5.608433], [-0.367714, 3.094633, 3.248367], [2.984422, -4.453769, -1.642014], [3.064110, -3.274280, -1.359889], [2.097514, -2.437489, -1.377811], [4.437004, -2.689702, -1.030104], [5.550300, -3.428074, -1.420618], [6.827163, -2.935743, -1.230016], [7.001188, -1.681105, -0.666943], [5.905555, -0.947306, -0.259013], [4.613839, -1.452615, -0.412833], [3.214378, -0.453339, 0.202403], [3.872532, 0.280593, 1.747837], [4.844214, -0.327369, 2.537822], [5.267745, 0.279522, 3.707187], [4.715696, 1.480594, 4.119114], [3.719424, 2.070513, 3.359873], [3.293710, 1.466997, 2.194364], [3.340806, 0.943950, -0.971551], [2.631528, 0.854770, -2.167249], [2.735915, 1.854723, -3.116771], [3.533273, 2.964228, -2.878638], [4.223621, 3.063591, -1.682828], [4.140885, 2.056322, -0.738366], [5.384759, -4.389064, -1.883383], [7.685324, -3.516073, -1.533038], [7.991616, -1.272354, -0.537704], [6.057346, 0.026047, 0.184446], [5.271372, -1.268936, 2.226092], [6.043961, -0.177981, 4.299080], [5.041519, 1.941397, 5.037866], [3.284136, 3.005113, 3.674019], [2.501776, 1.907455, 1.604231], [1.980536, 0.000302, -2.355350], [2.197394, 1.761523, -4.048312], [3.624862, 3.751641, -3.613831], [4.845144, 3.922280, -1.478696], [4.694087, 2.151220, 0.184317]], "forces_ev_per_a": [[0.08, 0.08, 0.83], [0.13, 0.55, 0.61], [-0.11, -0.76, -0.65], [-0.24, -0.05, 0.19], [0.43, 0.14, -0.17], [-0.07, 0.01, -0.34], [-0.54, -0.56, 0.62], [-0.35, -0.45, -0.80], [0.23, 0.28, -0.17], [0.37, 0.19, 0.01], [-0.06, 0.02, 0.00], [0.00, -0.06, 0.05], [0.04, 0.12, -0.01], [-0.17, -0.03, -0.11], [-0.38, 0.08, 0.34], [-0.07, 0.23, 0.10], [0.02, 0.00, 0.06], [-0.01, 0.04, 0.01], [0.04, -0.06, 0.07], [0.03, -0.16, 0.07], [-0.10, 0.38, 0.01], [0.07, 0.16, 0.15], [0.00, 0.11, -0.03], [-0.04, 0.03, -0.05], [-0.03, 0.07, -0.06], [-0.14, 0.12, -0.03], [0.16, -0.15, 0.02], [0.15, -0.07, 0.06], [0.11, -0.06, 0.00], [0.03, -0.02, -0.06], [0.02, 0.00, 0.08], [0.27, -0.18, -0.19], [-0.25, -0.22, 0.28], [-0.10, -0.15, 0.19], [0.06, 0.04, -0.07], [-0.02, 0.00, 0.03], [-0.02, -0.06, 0.01], [0.11, -0.11, 0.18], [-0.26, 0.26, -0.29], [0.01, -0.22, -0.42], [-0.05, 0.12, -0.11], [0.06, -0.07, 0.07], [0.04, 0.09, -0.03], [0.04, 0.11, 0.07], [0.12, -0.06, 0.11], [0.03, -0.08, 0.03], [-0.06, -0.08, 0.00], [-0.06, 0.02, -0.07], [-0.12, 0.08, -0.11], [-0.04, 0.16, 0.01], [0.05, 0.12, -0.04], [0.03, 0.01, -0.10], [0.01, -0.11, -0.06], [0.02, -0.13, 0.00], [0.03, -0.03, 0.05], [0.12, -0.01, 0.10], [-0.01, -0.09, 0.08], [-0.11, -0.06, -0.05], [-0.15, -0.06, -0.08], [-0.04, -0.03, 0.18], [-0.02, 0.00, 0.06], [-0.06, 0.06, 0.01], [-0.02, 0.00, -0.08], [-0.01, -0.03, -0.15], [-0.09, 0.06, -0.04], [-0.09, -0.02, 0.04], [-0.03, 0.12, 0.00], [0.10, -0.01, -0.04], [0.15, -0.03, -0.07], [0.00, 0.10, 0.30], [0.07, -0.08, 0.06], [-0.03, 0.00, 0.08], [0.02, 0.05, 0.02], [-0.12, 0.13, 0.01], [-0.21, 0.15, 0.08], [1.33, -0.57, 0.01], [-1.12, 0.25, -0.65], [-0.27, -0.15, -0.02], [0.03, 0.01, 0.00], [-0.08, -0.02, -0.05], [0.07, 0.08, 0.04], [-0.04, -0.06, -0.07], [-0.05, -0.13, 0.15], [0.96, 0.42, -0.09], [-0.34, -0.15, 0.06], [-0.19, -0.07, -0.22], [0.07, 0.02, 0.17], [-0.04, -0.12, -0.02], [-0.05, 0.12, 0.02], [0.13, -0.06, -0.22], [-0.09, 0.07, 0.10], [-0.09, -0.09, 0.03], [0.01, 0.00, -0.14], [0.00, 0.05, 0.04], [0.10, 0.12, -0.03], [-0.07, -0.08, -0.02], [-0.05, -0.06, -0.01], [0.06, -0.06, -0.05], [0.11, 0.03, 0.00], [0.02, 0.05, 0.03], [0.10, -0.04, 0.03], [0.08, -0.13, 0.08], [0.10, 0.09, 0.08], [-0.13, 0.14, 0.06], [0.16, 0.12, 0.04], [0.23, 0.19, -0.13], [-0.05, 0.01, -0.06], [-0.05, 0.00, -0.07], [0.08, 0.11, -0.04], [0.06, 0.00, 0.03]], "lowdin_spin": [1.65, 0.04, 0.01, 0.00, 0.00, 0.00, 0.02, 0.05, 0.01, 0.00, 0.00, 0.00, 0.00, 0.00, 0.00, 0.00, 0.00, 0.00, 0.00, 0.00, 0.00, 0.00, 0.00, 0.00, 0.00, 0.00, 0.00, 0.00, 0.00, 0.00, 0.00, 0.00, 0.01, 0.00, 0.00, 0.00, 0.00, 0.00, 0.00, 0.00, 0.00, 0.00, 0.00, 0.00, 0.00, 0.00, 0.00, 0.00, 0.00, 0.00, 0.00, 0.00, 0.00, 0.00, 0.00, 0.00, 0.00, 0.00, 0.00, 0.00, 0.00, 0.00, 0.00, 0.00, 0.00, 0.00, 0.00, 0.00, 0.00, 0.00, 0.00, 0.00, 0.00, 0.00, 0.02, 0.01, 0.08, 0.00, 0.00, 0.00, 0.00, 0.00, 0.01, 0.05, 0.01, 0.01, 0.00, 0.01, 0.00, 0.01, 0.00, 0.00, 0.00, 0.00, 0.00, 0.00, 0.00, 0.00, 0.00, 0.00, 0.00, 0.00, 0.00, 0.00, 0.00, 0.00, 0.00, 0.00, 0.00, 0.00]}

Question: Which value of charge does entry 2 give?
Answer: 0

Question: charge of number 3 (C55H44N4NiO2PS3)?
Answer: +1